1.
A structure of composition C15H25F6N3O7S2 in a non-equilibrium geometry, computed with ωB97M-V/def2-TZVPD.

Each line ends with the Mulliken charge.
Geometry (Å):
C 4.6592 1.4175 0.0716  -1.07
C 3.1875 1.3280 -0.3474  0.68
O 2.8714 1.6722 -1.4446  -0.60
N 2.2836 0.7955 0.5772  -0.33
C 0.8936 1.1773 0.2983  -0.57
C 0.0483 1.1862 1.6054  -0.55
C -1.1225 0.1519 1.5072  -0.91
C -2.5338 0.7730 1.7706  -1.01
C -3.5119 0.4459 0.5939  -0.08
C -3.7729 -1.0951 0.6729  -0.80
O -5.1402 -1.4406 0.8688  -0.46
C -5.8375 -0.8792 -0.2300  -0.61
C -5.7953 0.6746 -0.2129  -0.55
N -4.7946 1.2560 0.7366  0.12
C -4.4720 2.6245 0.2890  -0.71
C -5.5544 3.6799 0.7927  0.06
C -6.7015 3.1241 1.6645  -0.65
O -6.8466 3.5456 0.2453  -0.39
H 4.8483 0.7139 0.8953  0.31
H 4.9036 2.4410 0.3938  0.35
H 5.2414 1.1409 -0.8114  0.29
H 2.5669 1.0252 1.5237  0.30
H 0.8302 2.1799 -0.1599  0.28
H 0.5174 0.4641 -0.4478  0.24
H 0.6675 0.8805 2.4623  0.41
H -0.3554 2.1798 1.8448  0.35
H -0.9759 -0.6772 2.2132  0.45
H -1.1716 -0.2973 0.5012  0.40
H -2.5222 1.8361 2.0475  0.67
H -2.9552 0.2330 2.6416  0.34
H -2.9610 0.7372 -0.3130  0.39
H -3.2344 -1.5208 1.5296  0.40
H -3.3679 -1.5993 -0.2227  0.38
H -5.2914 -1.2072 -1.1387  0.32
H -6.8490 -1.2843 -0.3515  0.40
H -6.8154 1.0298 -0.0145  0.57
H -5.5921 0.9964 -1.2415  0.34
H -5.0257 1.1450 1.7256  0.56
H -4.4467 2.7677 -0.7943  0.33
H -3.5679 3.0666 0.7201  0.34
H -5.1829 4.6797 1.0431  0.49
H -6.8210 2.0549 1.8078  0.19
H -7.2578 3.8996 2.1848  0.37
C 8.8090 -4.0949 -1.3442  0.66
F 10.1357 -3.9843 -1.4891  -0.22
F 8.4534 -5.3031 -1.8160  -0.24
F 8.5494 -4.1048 -0.0233  -0.24
S 7.9198 -2.7403 -2.2029  1.00
O 8.2744 -2.8927 -3.5858  -0.65
O 8.3918 -1.5383 -1.5706  -0.65
N 6.4538 -3.2040 -1.8057  -0.32
S 5.2792 -2.2857 -2.3328  0.90
O 5.0395 -2.3106 -3.7480  -0.65
O 5.1596 -0.9949 -1.7068  -0.56
C 3.9034 -3.2661 -1.6166  0.64
F 3.9918 -3.3507 -0.2751  -0.24
F 3.8910 -4.5265 -2.0806  -0.25
F 2.7061 -2.7255 -1.9011  -0.23

Forces on the atoms, in the same order (eV/Å):
-0.650 -0.382 0.402
1.929 -0.401 0.786
-1.158 0.434 -1.151
-0.197 1.179 -0.057
-0.064 0.246 0.430
-0.269 -1.197 -0.403
-0.569 0.596 0.049
-0.766 -0.797 0.493
1.768 -0.433 1.267
0.202 -0.565 0.101
-0.032 0.907 -0.273
0.996 -0.335 -0.895
-1.964 -0.901 -0.454
1.710 -1.218 -2.172
-1.604 3.868 1.323
-0.897 -2.315 1.167
0.643 2.259 -2.556
0.729 -0.503 0.493
0.219 0.226 -0.271
-0.142 -0.274 -0.131
-0.021 0.063 0.352
0.050 -0.271 -0.084
0.259 -0.357 -0.014
-0.109 0.244 0.281
-0.083 0.220 -0.289
0.212 -0.205 -0.228
0.044 0.255 -0.264
0.368 0.128 0.324
0.265 -0.218 -0.319
0.020 0.498 -0.132
-0.847 -0.023 -0.102
-0.188 0.247 -0.224
-0.294 0.226 0.128
-0.325 0.099 0.209
0.190 0.278 0.613
0.552 0.296 0.311
0.377 0.248 0.526
-0.426 0.442 -0.162
0.156 -0.857 0.150
0.181 -0.977 -0.063
-0.128 -0.281 -0.439
-0.263 0.352 0.354
0.227 -0.789 0.874
0.046 -0.965 0.631
-0.269 0.260 -0.152
0.031 0.310 -0.079
0.029 0.195 -0.248
0.880 0.201 -0.205
-0.296 -0.248 0.029
-0.315 -0.105 0.260
0.020 0.719 -0.420
-0.465 0.269 -0.289
0.105 -0.262 0.049
0.096 -0.172 0.286
-0.314 -0.878 0.575
0.013 0.208 -0.225
0.037 0.304 -0.078
0.304 0.156 -0.085

## Properties
**HOMO energy**: -0.286 hartree
**Kohn-Sham gap**: 6.31 eV

2.
A structure of composition C10H27CaNO8S in a non-equilibrium geometry, computed with ωB97M-V/def2-TZVPD.

Each line ends with the Mulliken charge.
Geometry (Å):
Ca -0.1824 -0.0135 0.4724  -1.82
S -0.4085 -1.2114 3.1607  1.37
O -0.1325 -0.6799 4.4932  -0.78
O -1.4795 -0.5452 2.4514  -0.69
O 0.7090 -1.0546 2.2368  -0.66
O -0.6331 -2.6257 3.4339  -0.77
C -3.1368 -1.1819 -0.5474  -0.53
O -1.8095 -1.6349 -0.1896  0.04
H -3.7378 -2.0371 -0.8565  0.49
H -3.5679 -0.5438 0.2240  0.20
H -3.1540 -0.5776 -1.4544  -0.02
H -1.9882 -2.3737 0.3969  0.21
C 1.7995 1.6839 2.5970  -1.26
O 0.6436 1.6182 1.7410  -0.02
C -0.1440 2.8163 1.9124  -0.97
C -1.5658 2.5221 1.4324  -0.88
N -1.6610 1.8710 0.1369  0.90
C -0.9456 2.6010 -0.8727  -0.21
C -1.0360 1.7609 -2.1599  -1.98
O -0.4946 0.4498 -1.8787  1.58
C -0.2898 -0.3613 -3.0760  -1.30
H 1.4475 1.4821 3.6087  0.41
H 2.3347 2.6328 2.6324  0.41
H 2.4891 0.8699 2.3736  0.22
H 0.2559 3.6899 1.3976  0.28
H -0.1821 3.1138 2.9603  0.48
H -2.1556 3.4374 1.3841  0.42
H -2.0508 1.8974 2.1825  0.40
H -2.6396 1.9855 -0.0850  -0.15
H 0.1099 2.7898 -0.6770  -0.44
H -1.4013 3.5611 -1.1148  1.06
H -0.4980 2.1952 -3.0025  0.75
H -2.0809 1.5992 -2.4247  0.33
H -1.1802 -0.4253 -3.7014  0.51
H -0.0003 -1.4016 -2.9273  -0.01
H 0.4667 0.1306 -3.6874  0.53
C 1.4477 -3.2240 -0.4643  -1.21
C 2.5268 -2.0812 -0.5503  0.71
C 3.2803 -2.2452 -1.8678  -1.61
O 1.7891 -0.8651 -0.7091  0.70
H 0.6382 -2.9998 -1.1589  0.18
H 0.8940 -3.1935 0.4741  0.26
H 1.8430 -4.2303 -0.6033  0.45
H 3.2018 -1.9893 0.3006  0.29
H 3.8016 -3.1992 -1.9463  0.45
H 4.0042 -1.4352 -1.9581  0.47
H 2.6483 -2.2954 -2.7544  0.30
H 2.2248 -0.2820 -1.3351  -0.09

Forces on the atoms, in the same order (eV/Å):
-0.266 -1.474 0.218
0.624 -2.812 4.657
0.284 2.140 -0.180
-2.916 1.662 -1.477
3.188 0.060 -1.966
-0.909 -1.210 -1.565
0.224 0.139 -0.654
-1.060 0.072 -0.904
-0.274 -0.083 0.624
-0.129 -0.470 0.306
0.790 0.164 -0.046
0.469 -0.035 0.576
-0.091 -0.987 0.937
0.835 2.633 0.472
-0.741 -0.378 -0.277
-0.143 0.323 1.274
0.201 0.332 0.835
0.139 -0.434 -2.485
0.223 -0.561 0.340
0.295 -0.913 -0.775
-0.223 0.972 -0.115
-0.083 -0.095 0.134
-0.267 0.277 -0.700
-0.251 0.093 -0.360
0.505 -0.187 -0.381
-0.049 -0.343 0.202
0.233 0.545 0.235
0.078 -0.279 -0.089
-0.318 -0.627 -0.394
0.008 -0.179 0.439
-0.067 0.409 0.111
0.072 0.240 -0.030
-0.278 0.271 -0.237
-0.415 0.326 0.215
0.119 0.284 0.954
0.227 0.026 -0.042
0.095 1.044 0.914
-1.290 -1.192 -1.777
0.696 -0.573 0.156
-0.487 0.410 0.747
0.375 -0.106 -0.629
0.438 -0.026 0.492
0.110 0.157 -0.101
-0.184 -0.270 0.091
0.369 -0.005 0.452
0.124 0.000 -0.286
-0.451 0.520 0.217
0.166 0.141 -0.128

## Properties
**⟨S²⟩**: 0.750
**HOMO energy (spin up / spin down)**: -0.001 / -0.157 hartree
**2S+1**: 2
**Energy above the lowest of the compared OMol25 structures with the same formula, charge and spin**: 0.000 eV
**Kohn-Sham gap (spin up / spin down)**: 2.38 / 6.83 eV
**Net charge**: -1

3.
A structure of composition C53H69B2BaF4N12OS, computed with ωB97M-V/def2-TZVPD.

Each line ends with the Mulliken charge.
Geometry (Å):
Ba 0.2694 -0.1745 -0.2518  -0.36
C -5.2144 0.2323 2.7683  -1.39
C -3.7401 0.0080 2.8106  0.50
C -2.9915 -0.3733 3.8970  -1.16
C -1.6757 -0.4517 3.4263  -0.73
N -1.6311 -0.1596 2.1285  1.79
N -2.9046 0.1479 1.7576  -0.16
B -3.3326 0.8048 0.4292  -2.71
N -2.5479 2.0995 0.0923  -0.15
N -1.2140 2.2001 -0.1779  2.69
C -0.9576 3.4878 -0.3727  -0.12
C -2.1279 4.2414 -0.2241  -1.29
C -3.1064 3.3318 0.0867  0.21
C -4.5298 3.6413 0.4103  -1.21
C 0.3854 4.0822 -0.7130  2.68
C 1.5355 3.0950 -0.5815  0.17
C 0.3388 4.5964 -2.1591  -2.10
C 0.6499 5.2535 0.2434  -2.05
N -3.4532 -0.1900 -0.7566  0.14
N -2.5043 -1.0858 -1.1546  1.14
C -3.0454 -1.7860 -2.1555  -0.25
C -4.3400 -1.3232 -2.4235  -1.22
C -4.5622 -0.3165 -1.5178  0.33
C -5.7973 0.5108 -1.3885  -1.32
C -2.3895 -2.9054 -2.9276  3.42
C -1.0726 -3.3322 -2.3189  -1.57
C -3.3392 -4.1096 -2.9421  -2.11
C -2.1461 -2.4315 -4.3683  -1.94
C -0.4628 -0.7836 4.2674  2.92
C -0.1503 -2.2781 4.1931  -1.23
C 0.7407 0.0128 3.7822  -2.31
C -0.7372 -0.4145 5.7294  -2.51
H -5.6373 -0.0537 3.7304  0.47
H -5.4660 1.2749 2.5817  0.07
H -5.6910 -0.3664 1.9932  0.20
H -3.3543 -0.5511 4.8904  0.48
H -4.4448 1.1790 0.6023  -0.31
H -2.2435 5.3063 -0.2945  0.54
H -4.6689 4.7198 0.3509  0.44
H -5.2264 3.1678 -0.2788  0.10
H -4.7922 3.3203 1.4163  0.15
H 1.4744 2.2891 -1.3127  -0.88
H 2.4683 3.6254 -0.7654  0.79
H 1.5862 2.6900 0.4247  -0.64
H 0.2282 3.7674 -2.8613  0.21
H -0.4973 5.2795 -2.3093  0.39
H 1.2625 5.1280 -2.3949  0.44
H 0.6515 4.9203 1.2775  0.23
H 1.6298 5.6849 0.0365  0.50
H -0.0974 6.0390 0.1263  0.43
H -5.0281 -1.6740 -3.1712  0.57
H -6.5454 0.1298 -2.0836  0.46
H -6.2108 0.4805 -0.3817  0.15
H -5.6081 1.5554 -1.6355  0.19
H -1.2153 -3.7453 -1.3238  0.27
H -0.6070 -4.1000 -2.9403  0.62
H -0.3714 -2.5065 -2.2716  -0.29
H -3.5263 -4.4614 -1.9275  0.33
H -4.2973 -3.8658 -3.4007  0.40
H -2.8890 -4.9253 -3.5084  0.47
H -1.4015 -1.6369 -4.3881  0.14
H -1.7767 -3.2590 -4.9752  0.49
H -3.0612 -2.0505 -4.8223  0.38
H 0.0859 -2.5541 3.1703  -0.39
H 0.7118 -2.5123 4.8204  0.55
H -0.9979 -2.8800 4.5253  0.46
H 0.9184 -0.1562 2.7193  -0.21
H 0.6016 1.0827 3.9151  0.64
H 1.6381 -0.2915 4.3230  0.77
H -1.5328 -1.0267 6.1552  0.48
H 0.1651 -0.5834 6.3183  0.47
H -1.0119 0.6348 5.8260  0.39
S 1.1227 -5.1941 2.3491  -0.36
C -0.5903 -4.9988 2.2074  0.88
C -1.6134 -5.7278 2.8065  -0.48
C -2.9138 -5.3205 2.5856  -0.83
C -3.1944 -4.2000 1.7949  -1.09
C -2.1835 -3.4788 1.1976  0.96
C -0.8662 -3.8945 1.3927  -1.79
N 0.2512 -3.2429 0.9006  0.59
C 1.3409 -3.7853 1.3297  0.38
C 2.6925 -3.2880 1.0425  0.52
C 3.6305 -3.2812 2.0838  -0.68
C 4.8875 -2.7539 1.8869  -1.15
C 5.2160 -2.2106 0.6466  -0.54
C 4.3035 -2.2399 -0.3865  -0.34
C 3.0339 -2.7953 -0.2206  0.99
H -1.3960 -6.5760 3.4393  0.42
H -3.7264 -5.8672 3.0436  0.41
H -4.2205 -3.8885 1.6578  0.53
H -2.3856 -2.5984 0.6066  0.71
H 3.3482 -3.6600 3.0568  0.41
H 5.6019 -2.7406 2.6990  0.39
H 6.1906 -1.7700 0.4908  0.39
H 4.5601 -1.8506 -1.3601  0.25
N 1.9901 -0.1015 -3.7796  0.62
C 2.3648 -1.3323 -3.1489  0.28
C 3.3614 -2.0184 -3.8443  -1.77
C 3.5498 -3.3818 -3.4777  -0.83
C 2.9447 -3.8941 -2.3959  -1.28
C 2.1682 -2.9879 -1.4673  0.26
N 1.7380 -1.7102 -2.0626  1.17
C 0.7658 0.4958 -3.9240  -0.68
C 0.5189 1.1776 -5.1391  -0.85
C -0.6895 1.7908 -5.3342  -1.13
C -1.6532 1.7329 -4.3279  -1.45
C -1.3207 1.0752 -3.1669  -0.58
N -0.1407 0.4743 -2.9477  3.10
H 2.5624 0.0319 -4.6043  0.31
H 3.7773 -1.6200 -4.7578  0.41
H 4.1470 -4.0231 -4.1186  0.34
H 3.0225 -4.9378 -2.1275  0.46
H 1.2611 -3.5037 -1.1491  -0.21
H 1.2803 1.1899 -5.9062  0.52
H -0.8902 2.3075 -6.2633  0.39
H -2.6210 2.1985 -4.4325  0.57
H -2.0199 1.0479 -2.3466  0.37
F 1.6417 2.6576 2.5220  0.12
B 2.0992 3.5566 3.5104  0.15
F 2.7098 4.6352 2.8702  -0.43
F 3.0453 2.8893 4.2874  -0.37
F 1.0334 3.9710 4.2856  -0.36
C 3.6261 0.4061 2.2824  -0.19
N 4.3163 1.2498 1.3339  0.47
C 5.0213 2.3874 1.9033  -0.36
C 6.1175 2.8253 0.9573  -0.97
C 5.4963 3.1254 -0.3903  -0.53
N 4.6838 2.0131 -0.8387  0.37
C 4.3332 2.0225 -2.2400  -1.08
C 3.9850 1.1976 0.0214  -0.54
O 3.1198 0.4327 -0.4199  0.33
H 4.3617 -0.0313 2.9619  0.39
H 3.1293 -0.4017 1.7510  -0.47
H 2.9080 0.9886 2.8584  0.00
H 5.4283 2.0726 2.8663  0.38
H 4.3233 3.2069 2.1068  0.05
H 6.8576 2.0278 0.8516  0.39
H 6.6180 3.7133 1.3428  0.40
H 6.2694 3.3015 -1.1471  0.42
H 4.8866 4.0390 -0.3282  0.21
H 5.2435 1.9433 -2.8425  0.46
H 3.8165 2.9483 -2.5160  0.33
H 3.6857 1.1793 -2.4562  0.13

Forces on the atoms, in the same order (eV/Å):
0.419 -0.477 0.193
-0.020 -0.009 0.029
-0.074 -0.006 0.053
-0.090 -0.017 -0.152
0.139 -0.078 0.036
0.223 0.216 -0.091
-0.104 -0.123 -0.028
0.052 0.029 0.004
-0.070 0.024 0.165
0.026 -0.062 -0.104
0.098 0.042 -0.030
-0.074 -0.082 0.043
-0.083 0.042 -0.036
-0.018 0.027 -0.034
0.075 0.039 -0.054
-0.266 -0.029 0.026
-0.016 -0.039 0.025
0.000 -0.001 -0.092
0.039 0.064 -0.035
0.025 -0.199 -0.045
0.104 0.150 0.027
-0.003 0.018 0.031
-0.082 0.064 0.008
-0.046 0.005 -0.027
-0.044 0.040 -0.052
0.090 -0.123 0.026
-0.007 0.038 -0.023
-0.017 -0.020 0.044
0.027 0.052 0.010
-0.043 0.060 -0.005
-0.084 -0.050 -0.012
0.054 -0.008 -0.068
-0.022 -0.006 0.011
-0.022 0.067 -0.016
-0.036 -0.034 -0.055
-0.051 -0.025 0.132
-0.069 0.011 0.042
-0.015 0.118 -0.002
-0.017 0.018 -0.001
-0.035 -0.010 -0.006
-0.010 -0.021 0.079
-0.034 -0.054 -0.160
0.137 -0.007 -0.026
0.016 -0.057 0.128
-0.019 -0.037 -0.032
-0.035 0.052 0.000
0.067 0.021 -0.022
0.004 -0.036 0.097
0.063 0.039 -0.018
-0.036 0.026 -0.003
-0.058 -0.030 -0.053
-0.002 0.014 0.004
-0.021 -0.005 0.027
0.007 0.018 -0.005
-0.008 -0.033 0.116
0.031 -0.055 -0.022
0.114 0.164 0.014
-0.021 -0.014 0.074
-0.046 0.000 -0.031
0.037 -0.063 -0.041
0.047 0.085 0.010
0.044 -0.058 -0.035
-0.058 0.003 -0.023
0.042 0.010 0.030
0.043 -0.017 0.058
-0.055 -0.039 -0.006
0.012 -0.068 0.019
-0.014 0.038 -0.008
0.044 -0.006 0.027
-0.040 -0.028 0.016
0.045 -0.010 0.035
-0.019 0.061 -0.002
-0.031 0.059 -0.097
-0.053 -0.075 -0.029
-0.008 0.036 -0.009
-0.008 0.002 0.009
0.009 0.000 0.008
0.019 -0.095 0.058
-0.091 -0.073 0.074
-0.048 0.415 0.079
0.064 -0.188 -0.033
0.034 0.124 -0.062
-0.006 0.043 -0.012
0.046 -0.004 -0.033
-0.023 -0.019 0.064
-0.029 -0.084 0.058
-0.003 0.001 0.045
0.010 -0.056 0.031
-0.036 -0.026 0.025
-0.051 0.020 -0.004
-0.012 0.074 -0.072
-0.024 -0.030 0.073
0.024 0.007 0.028
0.080 0.037 -0.007
0.037 0.038 -0.107
0.245 0.116 -0.107
-0.007 0.056 -0.088
0.038 0.070 0.054
0.031 -0.093 -0.019
-0.115 0.000 -0.088
0.023 -0.050 0.055
-0.036 -0.028 -0.143
0.018 0.025 -0.100
0.002 -0.056 0.085
-0.039 0.012 0.034
0.024 0.007 -0.007
0.015 0.117 -0.110
-0.026 0.040 -0.004
-0.137 -0.032 0.199
-0.023 0.013 -0.087
0.012 -0.007 0.008
0.011 -0.113 0.004
0.070 -0.022 -0.022
0.048 -0.012 -0.046
-0.009 0.019 -0.043
-0.040 0.022 0.000
-0.092 -0.055 0.062
-0.313 -0.165 -0.413
0.009 -0.040 0.009
0.201 0.506 -0.253
0.399 -0.282 0.442
-0.389 0.190 0.264
-0.128 -0.087 0.163
0.046 0.013 -0.115
0.087 0.093 0.056
-0.002 0.007 -0.002
0.113 0.027 -0.031
0.025 -0.001 -0.034
0.037 -0.054 -0.043
-0.012 0.287 -0.010
-0.413 -0.226 0.113
-0.019 -0.016 0.016
0.024 0.010 0.033
0.147 -0.130 -0.086
-0.011 0.027 -0.045
0.091 -0.065 -0.014
0.015 0.005 -0.004
0.017 0.025 0.014
-0.058 -0.009 0.060
0.017 -0.012 -0.003
-0.025 0.008 -0.001
-0.020 0.030 -0.008
0.003 0.006 -0.014

## Properties
**HOMO energy**: -0.133 hartree
**Energy above the lowest of the compared OMol25 structures with the same formula, charge and spin**: 0.000 eV
**Kohn-Sham gap**: 5.71 eV
**Net charge**: -1